1.
16
Properties=species:S:1:pos:R:3 method="wB97M-V/def2-TZVPD" charge=0 smiles=C1C[C@H]2O[C@@H]1[C@H]1O[C@H]12 orbital_gap_ev=10.57
C -0.482 -0.341 -1.287
C 0.662 0.609 -1.155
C 1.134 0.232 0.325
C -0.535 -1.051 0.132
C -1.073 -0.139 1.216
C 0.182 0.777 1.443
H -0.295 -1.178 -1.948
H -1.484 0.027 -1.485
H 0.487 1.615 -1.433
H 1.489 0.256 -1.874
H 2.222 0.256 0.372
H -0.883 -2.081 0.150
H -1.839 -0.341 1.932
H 0.487 1.331 2.375
O 0.882 -1.156 0.424
O -0.953 1.184 0.812

2.
97
Properties=species:S:1:pos:R:3 method="wB97M-V/def2-TZVPD" spin_multiplicity=5 charge=-1 orbital_gap_ev="8.04 / 8.27"
Mn 0.917 0.046 0.139
O -0.645 1.238 0.302
C -1.652 1.456 -0.600
C -1.938 0.123 -1.376
C -2.022 -1.031 -0.422
C -3.234 -1.611 -0.068
C -3.245 -2.656 0.841
C -2.064 -3.018 1.462
C -0.892 -2.363 1.105
C 0.374 -2.503 1.892
C 0.523 -1.198 2.762
O 0.864 -0.125 1.957
C -0.813 -0.987 3.504
C -1.178 -1.820 4.558
C -2.397 -1.649 5.195
C -3.267 -0.649 4.781
C -2.905 0.185 3.734
C -1.680 0.019 3.101
C 1.617 -1.318 3.828
C 2.417 -2.432 4.024
C 3.340 -2.460 5.065
C 3.482 -1.371 5.906
C 2.723 -0.227 5.679
C 1.805 -0.202 4.645
N -0.871 -1.460 0.120
C -2.892 1.968 0.151
C -2.685 2.758 1.280
C -3.747 3.339 1.953
C -5.047 3.154 1.500
C -5.267 2.366 0.382
C -4.200 1.774 -0.282
C -1.282 2.583 -1.606
C -0.001 3.129 -1.578
C 0.351 4.161 -2.434
C -0.580 4.682 -3.321
C -1.863 4.159 -3.342
C -2.209 3.115 -2.496
H -2.825 0.196 -2.002
H -1.063 -0.007 -2.000
H -4.151 -1.260 -0.523
H -4.171 -3.164 1.082
H -2.046 -3.788 2.222
H 0.349 -3.390 2.526
H 1.243 -2.536 1.232
H -0.502 -2.604 4.885
H -2.669 -2.297 6.021
H -4.222 -0.520 5.277
H -3.575 0.968 3.399
H -1.375 0.655 2.278
H 2.336 -3.287 3.364
H 3.953 -3.341 5.214
H 4.179 -1.406 6.734
H 2.845 0.644 6.311
H 1.215 0.684 4.447
H -1.669 2.903 1.625
H -3.560 3.944 2.832
H -5.880 3.616 2.016
H -6.275 2.214 0.016
H -4.408 1.155 -1.146
H 0.719 2.741 -0.875
H 1.360 4.556 -2.408
H -0.308 5.489 -3.991
H -2.602 4.568 -4.022
H -3.219 2.725 -2.525
Cl 5.762 -1.459 1.169
C 5.000 0.132 0.977
C 3.518 0.072 0.591
O 2.975 1.190 0.422
O 2.947 -1.027 0.443
H 5.534 0.668 0.197
H 5.097 0.664 1.919
O 1.205 -0.115 -1.741
C 1.504 -0.644 -2.977
C 1.814 -2.143 -2.922
C 2.080 -3.013 -3.941
C 2.355 -4.330 -3.488
C 2.289 -4.432 -2.134
S 1.892 -2.933 -1.402
C 2.735 0.108 -3.506
C 3.356 1.143 -2.884
C 4.437 1.682 -3.639
C 4.610 1.053 -4.828
S 3.464 -0.211 -5.044
C 0.371 -0.420 -3.993
C 0.007 0.762 -4.558
C -1.147 0.657 -5.378
C -1.642 -0.607 -5.427
S -0.698 -1.689 -4.483
H 2.074 -2.735 -4.984
H 2.607 -5.148 -4.149
H 2.453 -5.305 -1.521
H 3.042 1.493 -1.910
H 5.046 2.509 -3.301
H 5.350 1.242 -5.589
H 0.547 1.683 -4.394
H -1.588 1.495 -5.898
H -2.509 -0.976 -5.951

3.
196
Properties=species:S:1:pos:R:3 method="wB97M-V/def2-TZVPD" charge=0 orbital_gap_ev=9.23
C 27.766 -9.698 15.719
C 26.500 -8.970 15.181
C 26.833 -8.350 13.811
O 25.598 -8.018 13.143
C 25.829 -7.423 11.880
N 25.556 -10.048 15.063
H 27.612 -10.358 16.572
H 28.522 -9.045 16.154
H 28.281 -10.296 14.967
H 26.041 -8.220 15.826
H 27.260 -9.083 13.126
H 27.545 -7.525 13.834
H 24.795 -7.411 11.536
H 26.359 -8.026 11.143
H 26.191 -6.395 11.896
H 26.040 -10.800 14.593
H 25.035 -9.641 14.299
C 23.870 -13.431 23.384
C 25.116 -13.920 24.142
C 25.242 -13.327 25.617
O 24.927 -11.910 25.617
C 25.079 -11.307 26.868
N 24.960 -15.409 24.166
H 22.961 -13.435 23.985
H 23.731 -13.958 22.440
H 23.894 -12.404 23.022
H 25.947 -13.673 23.481
H 26.220 -13.528 26.056
H 24.473 -13.838 26.195
H 25.001 -10.226 26.753
H 26.009 -11.564 27.376
H 24.228 -11.729 27.403
H 24.243 -15.619 24.846
H 25.738 -15.747 24.715
C 22.798 -11.564 18.620
C 23.640 -10.264 18.597
C 25.125 -10.493 19.145
O 25.026 -10.877 20.513
C 26.354 -11.031 21.075
N 23.601 -9.613 17.251
H 21.783 -11.296 18.328
H 22.717 -12.029 19.603
H 23.197 -12.323 17.948
H 23.263 -9.505 19.283
H 25.763 -9.618 19.023
H 25.600 -11.308 18.598
H 26.842 -11.808 20.487
H 26.112 -11.474 22.041
H 26.836 -10.054 21.106
H 24.143 -10.052 16.520
H 24.089 -8.731 17.300
C 26.794 -13.522 16.114
C 27.142 -14.529 17.205
C 25.895 -15.258 17.670
O 24.952 -14.462 18.384
C 25.259 -14.244 19.750
N 28.169 -15.415 16.584
H 25.922 -12.932 16.397
H 26.539 -13.993 15.165
H 27.636 -12.848 15.957
H 27.717 -14.044 17.994
H 26.089 -16.138 18.283
H 25.431 -15.719 16.798
H 26.317 -14.016 19.883
H 25.150 -15.094 20.422
H 24.713 -13.418 20.206
H 28.425 -16.089 17.291
H 27.670 -15.982 15.914
C 24.996 -3.990 17.630
O 26.114 -4.551 18.318
P 26.510 -6.063 18.111
O 25.400 -7.070 18.265
O 27.818 -6.374 19.049
C 27.568 -6.494 20.436
O 27.126 -6.118 16.598
C 28.400 -5.474 16.364
H 24.363 -4.729 17.140
H 25.467 -3.316 16.913
H 24.458 -3.411 18.380
H 26.593 -6.080 20.693
H 28.280 -5.807 20.893
H 27.869 -7.504 20.713
H 28.314 -5.118 15.338
H 29.175 -6.223 16.528
H 28.507 -4.587 16.990
C 30.564 -16.338 18.806
O 29.202 -16.176 19.157
P 28.779 -16.095 20.685
O 29.653 -16.781 21.651
O 28.429 -14.532 20.916
C 28.516 -13.894 22.188
O 27.278 -16.813 20.657
C 26.712 -17.321 21.846
H 30.961 -17.338 18.629
H 31.403 -15.993 19.410
H 30.635 -15.913 17.805
H 27.719 -13.186 22.416
H 29.446 -13.330 22.249
H 28.602 -14.691 22.927
H 25.822 -16.691 21.848
H 27.288 -17.136 22.752
H 26.466 -18.382 21.859
C 30.583 -7.622 22.808
O 30.255 -8.543 23.866
P 29.310 -9.883 23.629
O 29.343 -10.465 22.231
O 29.687 -10.930 24.849
C 28.754 -11.997 25.213
O 27.820 -9.290 24.022
C 27.676 -8.776 25.304
H 29.920 -6.767 22.942
H 30.484 -8.089 21.828
H 31.630 -7.335 22.902
H 28.183 -11.684 26.087
H 29.218 -12.971 25.373
H 28.197 -12.208 24.300
H 28.350 -7.920 25.315
H 27.931 -9.502 26.076
H 26.714 -8.266 25.285
C 18.672 -11.999 14.044
O 19.912 -12.504 14.385
P 21.244 -12.031 13.571
O 21.625 -10.632 13.822
O 22.354 -13.107 13.984
C 23.483 -12.838 14.841
O 20.916 -12.381 12.043
C 20.198 -13.526 11.652
H 18.293 -11.521 14.947
H 17.958 -12.795 13.835
H 18.771 -11.347 13.177
H 23.340 -13.347 15.795
H 23.698 -11.776 14.955
H 24.289 -13.273 14.251
H 19.388 -13.209 10.996
H 19.808 -14.077 12.509
H 20.747 -14.163 10.959
C 23.290 -6.602 15.038
C 22.449 -7.347 14.096
O 22.668 -6.547 12.958
C 22.773 -5.357 13.289
O 22.621 -4.413 12.541
O 23.029 -5.291 14.577
F 21.162 -7.353 14.421
H 24.343 -6.866 14.947
H 22.976 -6.821 16.058
H 22.771 -8.380 13.958
C 19.821 -13.825 17.868
C 18.571 -14.098 17.027
O 17.518 -14.135 17.986
C 17.890 -13.319 18.999
O 17.276 -13.029 20.002
O 19.192 -13.034 18.840
F 18.559 -15.244 16.258
H 20.532 -13.318 17.216
H 20.253 -14.717 18.322
H 18.307 -13.272 16.366
C 18.636 -11.405 22.333
C 19.730 -12.498 22.486
O 20.483 -11.993 23.642
C 20.063 -10.747 23.904
O 20.468 -10.067 24.841
O 19.247 -10.298 22.953
F 20.583 -12.392 21.484
H 17.743 -11.659 22.905
H 18.282 -11.151 21.334
H 19.452 -13.551 22.474
C 23.629 -9.415 23.123
C 24.340 -8.155 22.774
O 24.676 -7.599 24.002
C 23.779 -7.918 24.889
O 23.525 -7.358 25.959
O 23.016 -8.890 24.319
F 23.615 -7.352 22.058
H 24.323 -10.218 23.369
H 22.921 -9.749 22.364
H 25.261 -8.354 22.225
C 30.899 -10.902 19.503
C 29.838 -12.018 19.557
O 30.654 -13.161 19.313
C 31.730 -12.791 18.581
O 32.573 -13.463 17.996
O 31.918 -11.529 18.763
F 29.002 -11.830 18.523
H 31.278 -10.742 20.513
H 30.608 -9.974 19.010
H 29.251 -11.985 20.476
C 20.381 -9.436 16.519
C 20.598 -8.318 17.492
O 19.849 -8.645 18.694
C 18.960 -9.554 18.392
O 18.014 -9.821 19.121
O 19.296 -10.130 17.190
F 20.114 -7.165 17.100
H 21.231 -10.119 16.544
H 20.207 -9.148 15.483
H 21.660 -8.113 17.629

> Which of these has the lowest charge?

C48H38ClMnNO5S3

> Which of these has the lowest charge?

C48H38ClMnNO5S3

> Which value of charge does entry 1 give?

0